76
Properties=species:S:1:pos:R:3:forces:R:3 method="wB97M-V/def2-TZVPD" charge=-2 e_above_lowest_kcal_mol=51.3 e_homo_ev=-4.604 lumo_energy_ev=4.3
C 0.003 -0.158 -0.184 -0.1 -2.2 1.0
O -0.998 0.618 -0.109 -0.5 1.9 -1.3
O -0.026 -1.138 0.640 0.5 -0.9 0.7
O 0.960 -0.124 -1.035 0.2 1.1 -0.7
C 3.277 -3.237 -0.960 -0.4 0.8 0.6
O 4.232 -3.982 -0.825 -0.1 -0.1 -0.7
N 2.065 -3.500 -1.486 0.5 -1.6 -0.6
N 3.253 -1.947 -0.525 1.7 1.4 1.0
H 1.312 -2.933 -1.132 -0.4 -0.4 -0.6
H 2.068 -4.360 -2.010 -1.1 0.0 0.3
H 2.522 -1.288 -0.788 -0.3 -0.6 -0.3
H 4.176 -1.541 -0.580 -0.1 0.1 0.4
C -4.041 -0.802 -2.355 -1.3 0.3 -0.7
O -5.035 -0.805 -3.085 0.7 -0.2 0.0
N -3.953 -1.522 -1.224 0.8 -0.3 1.0
N -2.943 -0.032 -2.596 -0.7 0.0 -0.8
H -4.542 -2.321 -1.066 -0.1 0.3 0.0
H -3.011 -1.509 -0.863 -0.3 -0.6 0.6
H -2.879 0.134 -3.588 0.6 0.7 0.3
H -2.244 0.154 -1.897 0.4 0.0 -0.2
C 1.683 -4.136 2.550 1.6 -1.5 1.6
O 1.740 -5.177 3.224 -0.9 0.6 -0.4
N 2.723 -3.263 2.546 -0.2 0.4 -0.4
N 0.709 -3.724 1.746 -1.8 0.1 -1.1
H 3.416 -3.293 3.271 0.1 0.0 -0.4
H 2.666 -2.607 1.783 1.0 0.5 0.4
H -0.189 -4.174 1.696 0.3 -0.3 0.2
H 0.748 -2.831 1.268 -0.1 0.2 0.1
C 0.204 4.011 1.930 -0.2 0.9 0.9
O 1.011 4.405 2.757 0.4 0.2 0.0
N 0.495 3.686 0.667 1.0 -0.1 -1.0
N -1.120 3.909 2.217 0.1 -0.1 -0.4
H 1.449 3.869 0.398 -0.1 -0.4 -0.2
H -0.135 3.209 0.036 0.3 0.3 0.2
H -1.646 3.500 1.464 -1.0 0.3 0.6
H -1.411 4.199 3.134 -0.3 -0.3 -0.2
C -3.573 -0.712 2.446 -2.0 2.5 -0.8
O -4.668 -0.765 3.013 0.9 -0.8 0.3
N -2.585 -1.571 2.292 1.6 -2.2 0.3
N -3.234 0.408 1.703 -0.9 -0.2 0.9
H -1.750 -1.120 1.952 0.5 -0.6 -0.2
H -2.428 -2.420 2.810 -0.5 0.2 0.2
H -3.863 1.178 1.858 0.3 0.1 -0.6
H -2.504 0.290 1.012 0.0 0.9 -0.2
C 0.539 0.489 3.766 2.6 0.0 1.2
O 1.072 1.135 4.664 -0.1 -0.5 1.0
N -0.160 1.114 2.842 -1.4 0.8 -1.4
N 0.752 -0.836 3.519 -1.0 -0.1 -0.6
H -0.414 0.657 1.981 -0.1 0.2 -0.1
H -0.107 2.123 2.871 -0.2 -0.6 0.1
H 0.504 -1.049 2.558 0.3 -0.8 0.2
H 1.323 -1.451 4.068 0.1 0.4 0.0
C 3.901 2.123 -0.858 -1.6 -0.8 0.2
O 4.789 2.927 -0.677 0.5 0.6 -0.4
N 2.782 2.241 -1.612 -0.6 1.7 -1.5
N 3.821 0.918 -0.265 2.0 -1.0 1.4
H 2.086 1.507 -1.649 0.0 0.1 0.2
H 2.626 3.087 -2.135 0.1 -0.1 0.1
H 4.560 0.782 0.409 -0.3 -0.3 0.2
H 2.988 0.355 -0.227 -0.1 0.4 0.1
C 0.271 -0.951 -4.240 0.8 1.2 -5.0
O -0.131 -1.028 -5.412 0.2 -0.2 0.2
N 1.218 -0.064 -3.868 -0.1 0.3 1.1
N -0.079 -1.790 -3.313 -0.9 -1.4 2.7
H 1.695 0.523 -4.526 -0.4 0.1 0.1
H 1.188 0.062 -2.859 0.9 0.6 0.0
H -0.601 -2.606 -3.583 -0.4 0.4 0.3
H -0.094 -1.328 -2.411 0.0 -1.1 0.5
C -2.289 3.458 -1.696 1.7 1.7 -2.1
O -2.759 4.325 -2.436 -0.5 -0.6 0.7
N -2.771 3.052 -0.517 -1.7 0.5 1.0
N -1.068 2.917 -1.908 0.8 -0.8 0.0
H -3.723 3.378 -0.428 0.0 -0.6 0.6
H -2.428 2.194 -0.105 -0.4 -0.2 -0.1
H -0.519 3.052 -2.738 -0.5 0.1 -0.1
H -0.909 2.104 -1.323 0.7 -0.6 -0.3